Arrangement one

Computed, not measured: a 2-piece molecular cluster, C4H12N3 overall, with ωB97M-V/def2-TZVPD.

Each line ends with the Löwdin charge.
Atoms and positions in Å:
C1 1.3514 -0.0610 0.1671  -0.439
C2 2.5162 -0.7039 -0.2912  -0.038
C3 -1.9051 -1.2542 0.1945  -0.056
C4 -1.5261 0.0969 0.5404  -0.265
N1 0.2812 0.1420 -0.6093  0.040
N2 -2.3108 1.0731 0.1642  0.152
N3 1.0855 1.3269 -0.3879  0.114
H1 1.3040 -0.0900 1.2656  0.159
H2 2.7759 -1.6533 0.0599  0.077
H3 3.2950 -0.0675 0.0105  0.078
H4 2.5002 -0.7444 -1.4942  0.161
H5 -1.6044 -1.2326 -0.8550  0.091
H6 -1.3337 -2.0666 0.6892  0.108
H7 -2.9509 -1.5138 0.3219  0.104
H8 -1.1562 0.1599 1.5062  0.117
H9 -2.9119 1.0147 -0.6977  0.173
H10 -2.0442 1.9768 0.4104  0.095
H11 0.9896 2.1178 0.2294  0.165
H12 1.6445 1.4791 -1.2241  0.163

HOMO level   -13.15 eV
Charge   +1

=====

Arrangement two

Computed, not measured: an isolated ion of composition C4H12N3 and charge +1, with ωB97M-V/def2-TZVPD.

Each line ends with the Löwdin charge.
Atoms and positions in Å:
C1 -1.4694 -1.0632 -0.6848  0.037
C2 -1.2227 0.1115 0.1201  -0.396
N1 -2.0184 1.1564 0.1062  0.237
N2 -0.2926 0.0887 1.0476  0.080
C3 0.8763 -0.7791 1.0277  -0.086
C4 1.7939 -0.2707 -0.2547  -0.207
N3 1.6735 1.1471 -0.4391  -0.010
H1 -1.2796 -0.8680 -1.7283  0.119
H2 -1.1035 -1.9251 -0.2112  0.082
H3 -2.5504 -1.2952 -0.6066  0.127
H4 -2.8620 1.2316 -0.4425  0.154
H5 -1.6104 1.8447 0.6951  0.126
H6 -0.1766 1.0079 1.4674  0.159
H7 0.7402 -1.8097 0.8900  0.095
H8 1.5130 -0.5500 1.8729  0.121
H9 1.4760 -0.7543 -1.0802  0.053
H10 2.9161 -0.5218 -0.1382  0.153
H11 2.5470 1.7118 -0.5620  0.112
H12 1.0495 1.5374 -1.0794  0.043

HOMO level   -13.08 eV
Structure (SMILES)   C/C(N)=[NH+]\CCN
Charge   +1

=====

Arrangement three

Computed, not measured: a 2-piece molecular cluster, C4H12N3 overall, with ωB97M-V/def2-TZVPD.

Each line ends with the Löwdin charge.
Atoms and positions in Å:
C1 -0.2454 -0.4720 1.9675  -0.117
C2 0.1661 -2.3734 0.5018  -0.003
C3 1.0881 -0.3139 -1.3941  -0.038
C4 -0.1502 3.1870 -1.2367  -0.022
N1 -0.1601 -1.2309 3.0127  0.189
N2 0.1802 -0.9931 0.7015  -0.155
N3 0.5670 -0.1164 -0.1022  0.134
H1 -0.6662 0.5577 1.9459  0.155
H2 1.0837 -2.6655 -0.2040  0.154
H3 0.2598 -2.7926 1.5629  0.118
H4 -0.8180 -2.6560 0.0314  0.144
H5 1.2117 -1.3251 -1.7356  0.071
H6 0.3596 0.0097 -2.2516  0.171
H7 1.9386 0.2930 -1.6007  0.102
H8 0.6493 2.9056 -0.7142  -0.041
H9 -0.7208 2.3909 -1.1629  -0.056
H10 0.1244 3.6548 -2.1809  0.045
H11 -0.4455 -0.8944 3.9082  0.082
H12 -0.6644 4.0579 -0.7224  0.068

HOMO level   -15.56 eV
Charge   +1

=====

Arrangement four

Computed, not measured: an isolated ion of composition C4H12N3 and charge +1, with ωB97M-V/def2-TZVPD.

Each line ends with the Löwdin charge.
Atoms and positions in Å:
N1 -2.0431 -1.7453 -1.3991  0.178
C1 -1.5609 -0.4922 -1.4107  -0.148
N2 -0.8766 0.0208 -0.4381  0.061
C2 -0.1381 -0.8271 0.5593  -0.136
C3 1.2220 -0.2627 1.0741  -0.124
C4 1.0778 1.2569 1.1400  -0.275
N3 1.2142 1.8586 -0.1895  -0.020
H1 -2.6389 -2.1139 -2.1228  0.134
H2 -2.2470 -2.0018 -0.4362  0.127
H3 -1.3742 -0.1649 -2.4370  0.170
H4 -0.3696 0.9199 -0.6300  0.117
H5 -0.0417 -1.7566 -0.0248  0.118
H6 -0.8017 -1.0576 1.4085  0.130
H7 2.0427 -0.5567 0.4318  0.115
H8 1.2772 -0.7808 2.0362  0.125
H9 1.7528 1.7543 1.8471  0.113
H10 0.1793 1.7122 1.6137  0.130
H11 1.8924 1.3922 -0.7828  0.088
H12 1.4333 2.8446 -0.2397  0.096

HOMO level   -13.24 eV
Structure (SMILES)   N/C=[NH+]\CCCN
Charge   +1

=====

Going by the energies, arrangement four is most stable and the next is 8.3 kJ/mol up.

=====

Arrangement one

Computed, not measured: an isolated ion of composition C4H12N3 and charge +1, with ωB97M-V/def2-TZVPD.

Each line ends with the Löwdin charge.
Atoms and positions in Å:
C1 -1.1251 1.5642 0.6113  -0.024
N1 -0.5416 0.5525 -0.2468  -0.168
N2 0.8148 0.8285 -0.6876  0.104
C2 1.7346 -0.2496 -0.1875  -0.059
C3 0.8152 -1.1074 0.6512  -0.077
C4 -0.6677 -0.8147 0.1949  -0.382
N3 -1.0240 -1.7571 -0.7586  0.076
H1 -0.5952 2.5782 0.2847  0.135
H2 -2.1298 1.7112 0.2884  0.092
H3 -0.9564 1.3988 1.6289  0.074
H4 0.9561 1.8574 -0.4133  0.205
H5 0.6111 0.7477 -1.7122  0.207
H6 2.3409 0.1894 0.5097  0.099
H7 2.3140 -0.8140 -0.9123  0.144
H8 1.0423 -2.1079 0.6592  0.100
H9 0.8124 -0.8132 1.6460  0.097
H10 -1.3233 -0.8627 1.1237  0.183
H11 -0.4995 -2.0487 -1.5007  0.049
H12 -2.0433 -2.0583 -0.9024  0.145

HOMO level   -13.25 eV
Structure (SMILES)   CN1[NH2+]CC[C@@H]1N
Charge   +1

=====

Arrangement two

Computed, not measured: an isolated ion of composition C4H12N3 and charge +1, with ωB97M-V/def2-TZVPD.

Each line ends with the Löwdin charge.
Atoms and positions in Å:
H1 -0.1583 -1.0924 2.6254  0.030
N1 0.8376 -1.2080 2.7476  0.089
C1 1.6985 -0.4417 2.2252  -0.334
N2 1.5263 0.4706 1.2317  -0.021
C2 0.1530 0.8229 0.8327  -0.170
C3 -0.3694 -0.2991 -0.1027  -0.175
C4 -0.3468 -0.0251 -1.5804  -0.144
N3 -1.6660 0.0415 -2.3229  0.220
H2 2.7350 -0.6097 2.5047  0.120
H3 2.2609 1.1160 0.9742  0.131
H4 0.2680 1.8032 0.3794  0.119
H5 -0.5024 0.8219 1.6995  0.111
H6 -1.3710 -0.6458 0.2004  0.122
H7 0.1488 -1.2176 0.1863  0.117
H8 0.3843 -0.6568 -2.0981  0.145
H9 0.1921 0.9053 -1.7639  0.127
H10 -1.7949 -0.8329 -2.8196  0.172
H11 -2.5137 0.3291 -1.8613  0.172
H12 -1.4821 0.7186 -3.0583  0.169

HOMO level   -12.15 eV
Structure (SMILES)   [H]/N=C\NCCC[NH3+]
Charge   +1

=====

Arrangement three

Computed, not measured: a 2-piece molecular cluster, C4H12N3 overall, with ωB97M-V/def2-TZVPD.

Each line ends with the Löwdin charge.
Atoms and positions in Å:
C1 -1.9213 -0.8203 1.4667  -0.099
C2 0.0121 -2.1322 1.5221  0.001
N1 -0.4736 -0.9771 1.6536  -0.126
H1 -2.4735 -1.7424 1.6271  0.084
H2 -2.0910 -0.4638 0.4493  0.083
H3 -2.2847 -0.0527 2.1473  0.083
H4 1.0865 -2.2607 1.6109  0.084
H5 -0.5803 -3.0290 1.3466  0.095
C3 1.2184 0.8961 -0.7162  -0.125
C4 0.5933 1.2327 -1.8433  -0.191
N2 0.9695 0.8446 -3.0928  0.089
N3 0.6913 1.2642 0.5933  0.149
H6 2.0720 0.2409 -0.6908  0.120
H7 -0.2714 1.8897 -1.8076  0.132
H8 0.3458 1.0526 -3.8522  0.105
H9 1.4954 -0.0067 -3.1973  0.109
H10 1.4092 1.6469 1.2085  0.164
H11 0.2159 0.4201 1.0750  0.084
H12 -0.0138 1.9970 0.4998  0.158

HOMO level   -12.64 eV
Charge   +1

=====

Arrangement four

Computed, not measured: an isolated ion of composition C4H12N3 and charge +1, with ωB97M-V/def2-TZVPD.

Each line ends with the Löwdin charge.
Atoms and positions in Å:
C1 2.1714 0.9067 0.4629  -0.070
C2 1.2094 -0.2398 0.3137  -0.308
C3 0.9383 -0.7913 -1.1619  0.050
C4 -0.2453 -0.0943 0.0177  -0.339
N1 -1.0941 -1.3018 0.5496  0.235
N2 -1.0489 0.9288 -0.3545  -0.067
N3 -2.4432 0.6509 -0.3870  0.003
H1 2.7266 0.8280 1.5438  0.138
H2 1.8260 1.9825 0.3462  0.101
H3 2.9882 0.7121 -0.1884  0.060
H4 1.3210 -0.9878 1.1437  0.146
H5 1.2005 -0.0433 -1.9513  0.109
H6 0.7467 -1.8100 -1.5005  0.074
H7 -0.5362 -2.1659 0.5552  0.168
H8 -1.8725 -1.3734 -0.0752  0.125
H9 -1.4335 -1.0797 1.4943  0.172
H10 -0.8305 1.8213 0.0062  0.126
H11 -2.7856 1.0230 0.5224  0.115
H12 -2.8384 1.0341 -1.3367  0.162

HOMO level   -12.32 eV
Structure (SMILES)   C[C@@H]1C[C@]1([NH3+])NN
Charge   +1

=====

Going by the energies, arrangement three is most stable and the next is 46.0 kJ/mol up.

=====

Arrangement one

Computed, not measured: a single CH3NO molecule, with ωB97M-V/def2-TZVPD.

Each line ends with the Löwdin charge.
Atoms and positions in Å:
C1 0.0285 0.0283 -0.8756  -0.053
N1 -0.3752 0.4412 0.2409  -0.112
O1 -0.0476 -0.3899 1.2618  -0.070
H1 0.3089 -1.0120 -0.9977  0.074
H2 0.1152 0.7800 -1.6745  0.076
H3 -0.0298 0.1525 2.0451  0.085

HOMO level   -10.04 eV
Structure (SMILES)   C=NO

=====

Arrangement two

Computed, not measured: a 2-piece molecular cluster, CH3NO overall, with ωB97M-V/def2-TZVPD.

Each line ends with the Löwdin charge.
Atoms and positions in Å:
C1 0.6032 0.3571 -0.1117  -0.443
H1 -0.5609 -1.2954 0.0389  0.095
H2 -1.6009 0.1449 0.6675  0.258
H3 0.5569 1.4362 -0.2150  0.109
N1 -0.6073 -0.2688 -0.3044  -0.003
O1 1.6090 -0.3739 -0.0754  -0.016

HOMO level   -10.25 eV

=====

Arrangement three

Computed, not measured: a single CH3NO molecule, with ωB97M-V/def2-TZVPD.

Each line ends with the Löwdin charge.
Atoms and positions in Å:
N1 -0.3108 0.0924 -0.6487  0.007
C1 0.5383 0.2081 0.4536  -0.461
O1 0.8433 1.0352 1.2705  0.052
H1 -1.4502 0.3754 -0.4677  0.174
H2 -0.5935 -0.9573 -0.9767  0.140
H3 0.9728 -0.7538 0.3691  0.087

HOMO level   -10.12 eV
Structure (SMILES)   NC=O

=====

Arrangement four

Computed, not measured: a single CH3NO molecule, with ωB97M-V/def2-TZVPD.

Each line ends with the Löwdin charge.
Atoms and positions in Å:
C1 -0.0375 -0.1836 0.6924  -0.046
N1 -0.0931 0.9183 -0.0323  -0.092
O1 0.0060 0.6407 -1.3599  -0.093
H1 0.0021 -1.1807 0.3104  0.055
H2 -0.2822 0.0709 1.7753  0.086
H3 0.4046 -0.2658 -1.3859  0.090

HOMO level   -10.12 eV
Structure (SMILES)   C=NO

=====

Going by the energies, arrangement three is most stable and the next is 71.4 kJ/mol up.

=====

Arrangement one

Computed, not measured: a 2-piece molecular cluster, C2H6NS2 overall, with ωB97M-V/def2-TZVPD.

Each line ends with the Löwdin charge.
Atoms and positions in Å:
C1 -1.1272 -0.9802 1.7629  -0.912
C2 0.6554 0.3773 -1.6035  -0.181
N1 0.7551 0.7952 -0.2263  -0.092
S1 -2.7615 -0.7034 1.7331  0.890
S2 -1.3418 -2.0769 2.9842  0.893
H1 -0.2995 -0.5630 1.1979  0.018
H2 0.8114 -0.6991 -1.6670  0.073
H3 -0.3341 0.6274 -1.9835  0.074
H4 1.3984 0.8611 -2.2497  0.079
H5 0.5786 1.7882 -0.1153  0.079
H6 1.6651 0.5735 0.1672  0.078

HOMO level   -13.18 eV
Charge   +1

=====

Arrangement two

Computed, not measured: a 2-piece molecular cluster, C2H6NS2 overall, with ωB97M-V/def2-TZVPD.

Each line ends with the Löwdin charge.
Atoms and positions in Å:
C1 -1.0835 -0.2475 0.2711  -1.100
C2 1.3149 0.2406 -0.1354  -0.050
N1 0.1032 -0.4221 -0.6698  -0.050
S1 -2.2104 1.0749 0.0415  0.604
S2 -2.5762 -1.0484 -0.0170  0.666
H1 -0.6257 0.1438 2.7060  0.266
H2 2.1417 0.2960 -0.8712  0.131
H3 1.1153 1.2809 -0.0176  0.082
H4 1.3683 0.0588 0.9673  0.097
H5 0.3759 -1.3858 -0.6568  0.158
H6 0.0764 0.0089 -1.6180  0.195

HOMO level (spin up / spin down)   -13.45 / -13.45 eV
Charge   +1

=====

Going by the energies, arrangement one is most stable and the next is 377.6 kJ/mol up.